Record 1
A molecular structure, C26H47MgO2Si2 at a distorted geometry, computed with ωB97M-V with the def2-TZVPD basis set.

Calculated values
HOMO-LUMO gap = 4.70 eV
Highest occupied orbital energy = -2.8 eV
Charge = -1
E_LUMO = 1.94 eV
Max |F| = 2.74 eV/A

Geometry as XYZ:
```
78
Properties=species:S:1:pos:R:3:forces:R:3:mulliken_charge:R:1
O 0.620954 7.995690 -0.575405 0.09 0.27 -0.09 -0.399
C -0.568806 8.681291 -1.019666 -0.03 -0.18 0.06 -0.401
C 0.216028 9.940590 -1.369903 0.06 0.13 -0.04 -0.872
H -1.300284 8.786825 -0.215180 0.03 -0.02 0.01 0.280
H -1.042303 8.169181 -1.860319 0.03 -0.03 0.00 0.235
C 1.456696 9.164101 -0.886158 -0.23 -0.21 0.04 1.617
H -0.027261 10.821227 -0.780776 -0.01 0.04 0.04 0.297
H 0.227839 10.205423 -2.424085 0.01 0.00 -0.06 0.300
C 2.106305 9.699311 0.367045 0.03 0.00 0.09 -1.641
H 1.358953 9.907814 1.130277 -0.07 0.00 0.03 0.387
H 2.650565 10.620598 0.156843 0.02 0.05 -0.05 0.382
H 2.810599 8.973350 0.771706 0.03 -0.07 0.00 0.362
C 2.464501 8.823704 -1.957495 0.05 -0.04 -0.05 -1.677
H 1.969359 8.420863 -2.838890 -0.06 -0.03 -0.05 0.378
H 3.169632 8.077241 -1.593797 0.02 -0.05 0.05 0.363
H 3.028428 9.709007 -2.253403 0.01 0.07 0.01 0.396
Mg 0.000000 0.000000 0.000000 -0.54 -0.61 0.54 2.040
C 0.549634 -1.570254 -1.690528 -0.37 -0.19 -0.57 -0.489
C -0.848923 -1.549893 -1.551865 0.17 -0.04 -0.91 -0.686
C -1.300815 -0.279016 -1.977384 -0.16 -0.21 0.11 -1.444
H -1.467604 -2.338978 -1.162815 0.17 0.26 -0.30 0.993
C -0.181741 0.470498 -2.379206 0.18 0.23 -0.14 -0.258
C 0.967878 -0.312240 -2.185306 -0.04 -0.12 -0.33 -1.140
H 1.984473 -0.009764 -2.373702 0.12 0.04 -0.02 0.382
H 1.190451 -2.399779 -1.449363 0.07 -0.06 0.09 0.524
H -2.319742 0.060835 -1.947665 -0.28 0.06 -0.09 0.414
H -0.200039 1.489134 -2.728030 0.01 0.18 -0.10 0.714
C 1.099151 -1.511845 1.483311 1.25 0.10 0.22 -0.464
C 2.082510 -0.848904 0.711585 0.16 -0.33 0.81 -0.875
C 2.053259 0.520614 1.038500 0.16 0.06 0.01 -0.700
H 2.742943 -1.306029 -0.003208 0.04 -0.05 -0.13 0.555
C 1.063606 0.695167 2.036525 0.03 0.07 0.26 -0.920
C 0.491432 -0.554441 2.313314 0.40 0.25 0.24 -0.250
H -0.335736 -0.731756 2.974660 0.21 0.07 0.00 0.593
H 0.851798 -2.558982 1.440110 0.09 0.26 -0.06 0.113
H 2.699468 1.280032 0.633123 0.08 0.13 -0.08 0.489
H 0.752966 1.630988 2.468353 0.02 0.19 0.12 0.421
O -0.358986 2.218732 -0.048621 -0.47 0.39 0.04 0.107
C 0.686195 3.132908 -0.445388 -0.09 -0.24 0.14 -0.791
C -0.021768 4.338812 -1.028413 0.05 0.03 -0.06 -0.473
H 1.338917 2.621882 -1.148679 0.01 -0.08 -0.06 0.355
H 1.266937 3.393765 0.440962 0.01 0.00 0.07 0.305
C -1.324678 4.355447 -0.239678 -0.12 0.17 0.06 -0.698
H -0.222684 4.185770 -2.088845 -0.05 -0.06 -0.08 0.237
H 0.563849 5.249245 -0.923899 -0.01 0.10 0.05 0.271
C -1.650168 2.883074 -0.122810 0.57 -0.46 -0.15 -0.509
H -2.118976 4.910725 -0.733165 -0.07 0.05 -0.04 0.418
H -1.168246 4.792573 0.746447 0.04 0.02 0.07 0.263
H -2.176280 2.508476 -1.001396 -0.02 -0.02 -0.14 0.331
H -2.213036 2.598975 0.757488 -0.09 0.02 0.25 0.170
C -2.934796 -4.932533 1.480582 -0.49 -0.59 0.20 -1.248
Si -1.446562 -3.931339 0.954614 -0.46 2.10 -0.09 0.710
C -0.068712 -4.786788 1.933752 0.39 -0.11 0.33 -1.245
C -1.174084 -4.678874 -0.762512 0.22 -0.03 -0.55 -1.374
C -1.711631 -1.900761 1.108623 -1.46 -1.82 1.43 -0.422
Si -2.732475 -1.602900 2.733604 1.45 -0.94 -1.96 -0.066
C -1.971406 -2.448952 4.243762 0.05 -0.04 0.53 -0.972
C -2.941290 0.233519 3.033971 0.01 0.54 0.40 -1.067
C -4.510537 -2.200354 2.645220 -0.76 0.13 0.40 -1.100
H -2.731465 -6.002831 1.279127 -0.11 0.36 0.04 0.341
H -3.822062 -4.628435 0.890247 0.28 -0.17 0.53 0.258
H -3.101118 -4.835953 2.566999 -0.28 -0.02 -0.44 0.293
H -0.223417 -5.883841 1.858356 -0.14 0.51 0.11 0.367
H 0.935976 -4.616298 1.507436 -0.32 0.11 0.36 0.417
H -0.094213 -4.497813 3.004137 0.27 -0.17 -0.52 0.282
H -2.035609 -4.460680 -1.427493 0.58 -0.07 0.16 0.325
H -0.230730 -4.311859 -1.214875 -0.59 -0.16 -0.03 0.368
H -1.093343 -5.783458 -0.674071 -0.06 0.53 0.08 0.385
H -2.561542 -1.645198 0.444985 -0.03 -0.40 -0.41 0.044
H -0.935786 -2.125909 4.464524 -0.48 -0.17 -0.13 0.348
H -2.593920 -2.228376 5.130334 0.25 -0.16 -0.15 0.416
H -1.962276 -3.547797 4.097140 -0.02 0.53 0.10 0.236
H -3.481524 0.678037 2.174562 0.21 -0.13 0.41 0.181
H -3.541777 0.370475 3.955790 0.18 0.18 -0.41 0.379
H -1.971175 0.749748 3.160703 -0.46 -0.14 -0.09 0.262
H -5.022063 -1.708940 1.792359 0.16 -0.26 0.42 0.226
H -4.622233 -3.285953 2.550949 0.06 0.30 -0.08 0.347
H -5.020719 -1.905501 3.587700 0.00 -0.05 -0.44 0.304
```
Forces are in eV/Å.

---

Record 2
C2H4OS2 in the gas phase at a distorted geometry, computed with ωB97M-V with the def2-TZVPD basis set.

Calculated values
HOMO-LUMO gap = 8.18 eV
Highest occupied orbital energy = -8.3 eV
Charge = 0
E_LUMO = -0.16 eV
Max |F| = 4.29 eV/A

Geometry as XYZ:
```
9
Properties=species:S:1:pos:R:3:forces:R:3:mulliken_charge:R:1
C -0.628659 0.747533 -0.322970 -3.47 -2.03 -1.50 -0.091
C 1.178602 -1.186426 0.492729 1.07 1.87 2.20 -0.819
O -2.625185 2.226173 -0.929917 -1.26 0.09 -0.37 -0.505
S -1.241464 2.256233 -0.493806 1.35 -0.64 0.70 0.320
S 1.045518 0.467426 -0.256000 1.00 -0.45 -0.86 -0.024
H -1.500038 -0.158775 -0.640072 2.78 2.61 1.12 0.231
H 2.197163 -1.582109 0.434386 -0.11 0.38 -0.47 0.306
H 0.496631 -1.920281 0.165171 -1.01 -0.52 -0.38 0.295
H 1.077431 -0.849773 1.550479 -0.35 -1.32 -0.44 0.286
```
Forces are in eV/Å.